[1]
15
Properties=species:S:1:pos:R:3:nbo_charge:R:1 method="wB97M-V/def2-TZVPD" total_charge=0 lumo_ev="-0.813 / -0.814" e_homo_ev="-8.105 / -8.104" orbital_gap_ev="7.291 / 7.289" largest_force_ha_per_bohr=0.00600 de_lowest_kj_mol=448.7
O 0.40383 -0.70091 -2.73733 -0.59
C 0.32937 -0.55304 -1.44581 0.25
C 0.20497 -1.41165 1.30630 -0.57
C 0.12401 -0.05286 1.12888 0.32
O 1.00859 0.65099 0.51213 -0.72
C -1.17739 0.70222 1.43677 -0.14
O -1.41444 1.60939 0.37152 -0.74
H -0.35491 -0.30157 -3.19601 0.51
H -0.54030 -0.06446 -1.02388 0.21
H 1.14406 -0.97911 -0.88833 0.23
H 1.14872 -1.93592 1.16309 0.20
H -0.60573 -1.97323 1.76674 0.20
H -2.03677 0.02584 1.50894 0.18
H -1.08656 1.23668 2.39759 0.17
H -0.50931 1.90504 0.15315 0.49

[2]
39
Properties=species:S:1:pos:R:3:nbo_charge:R:1 method="wB97M-V/def2-TZVPD" total_charge=0 lumo_ev=-1.017 e_homo_ev=-10.657 orbital_gap_ev=9.640 largest_force_ha_per_bohr=0.06385 de_lowest_kj_mol=571.1
H -0.75306 0.36483 0.25988 0.44
H -0.01924 -0.89283 0.69558 0.46
H 2.95511 -1.85624 -0.64806 0.47
H 4.44439 -1.72109 -0.91975 0.50
H -3.49488 0.34392 1.40147 0.45
H -2.03846 0.63089 1.72783 0.46
H -0.80763 4.39547 -1.57013 0.47
H -2.19912 4.18833 -0.99491 0.46
H -0.30144 0.31047 -2.11351 0.46
H 0.40206 -0.99569 -2.44377 0.47
H 1.60392 2.84473 2.46123 0.46
H 3.11699 2.79245 2.32733 0.48
H -5.26183 1.95077 0.28731 0.47
H -4.58317 1.24804 -0.87700 0.47
H -2.54086 -3.33886 0.50177 0.47
H -1.26592 -4.16295 0.57551 0.47
H 1.57557 1.96708 -0.26991 0.48
H 1.88167 0.56138 0.22032 0.45
H 1.24753 -2.37670 0.40034 0.44
H 0.18571 -2.41559 -0.68642 0.50
H 4.18050 -0.04596 0.54762 0.47
H 4.09527 -1.02649 1.70578 0.47
H -5.94600 -1.71839 0.41422 0.47
H -4.58525 -1.04277 0.37030 0.45
H 3.31866 -0.07744 -1.36280 0.47
H 4.71862 0.45094 -1.09645 0.46
O -0.67257 -0.57508 0.06219 -0.90
O 3.78278 -1.59177 -0.23089 -0.96
O -2.86310 0.33463 2.12931 -0.91
O -1.55354 4.87590 -1.19358 -0.93
O -0.44304 -0.64243 -2.14377 -0.92
O 2.30968 2.85853 1.80495 -0.95
O -5.44685 1.38730 -0.47246 -0.93
O -1.71496 -3.50461 0.03335 -0.95
O 2.26483 1.29338 -0.27601 -0.93
O 0.73369 -2.98874 -0.13851 -0.93
O 4.67680 -0.36864 1.30824 -0.94
O -5.07590 -1.78784 0.00545 -0.93
O 4.07308 0.33108 -1.80207 -0.94

[3]
38
Properties=species:S:1:pos:R:3:nbo_charge:R:1 method="wB97M-V/def2-TZVPD" total_charge=+1 lumo_ev=-4.630 e_homo_ev=-12.352 orbital_gap_ev=7.722 largest_force_ha_per_bohr=0.01608 de_lowest_kj_mol=0.0
Sc 0.66603 -1.72899 0.16445 1.79
C 2.54323 2.09183 -0.22943 -0.63
C 1.58538 1.29092 0.62775 0.17
C 1.49638 1.78184 2.06325 -0.63
O 2.02756 -0.12114 0.64383 -0.79
C 0.16099 1.32536 0.03117 0.79
O -0.38113 2.34818 -0.21368 -0.49
O -0.37328 0.08592 -0.17041 -0.88
H 3.53369 2.10792 0.22736 0.22
H 2.18042 3.11500 -0.30556 0.26
H 2.61213 1.67551 -1.23424 0.23
H 2.48509 1.77472 2.52530 0.22
H 0.81668 1.16126 2.64696 0.24
H 1.12133 2.80378 2.06860 0.26
H 2.90449 -0.18842 1.04123 0.53
F -0.38793 -2.29509 -1.25598 -0.68
Te -2.14158 -0.61526 0.80827 3.43
F -1.72776 0.85426 1.86488 -0.60
F -2.97206 0.46069 -0.41163 -0.55
F -3.54453 -0.81955 1.96965 -0.58
F -2.86757 -1.99882 -0.18015 -0.58
O -0.87275 -1.71808 1.52595 -1.15
C 0.53082 -4.95854 -2.36166 -0.41
N -0.09904 -5.16010 -1.06454 -0.32
C -1.34030 -5.72769 -0.89083 -0.03
C -1.60641 -5.70785 0.43142 -0.05
N -0.51103 -5.15257 1.05597 -0.33
C -0.39928 -4.94830 2.49425 -0.42
C 0.39739 -4.80817 0.13346 0.27
Se 2.07612 -3.96622 0.45340 -0.22
H 0.76184 -5.92406 -2.80677 0.23
H 1.44546 -4.39189 -2.22938 0.24
H -0.14503 -4.39961 -3.00441 0.24
H -1.92241 -6.07878 -1.72391 0.25
H -2.46506 -6.04581 0.98290 0.25
H -0.93023 -5.75016 3.00025 0.23
H -0.83028 -3.98804 2.77214 0.23
H 0.64728 -4.97773 2.78190 0.24

[4]
54
Properties=species:S:1:pos:R:3:nbo_charge:R:1 method="wB97M-V/def2-TZVPD" total_charge=0 lumo_ev="0.408 / 0.377" e_homo_ev="-7.637 / -7.283" multiplicity=5 orbital_gap_ev="8.045 / 7.660" largest_force_ha_per_bohr=0.00780 de_lowest_kj_mol=119.1
Cr -0.09661 -0.55290 -0.47543 1.01
F -4.62115 -2.12136 -0.90755 -0.32
C -4.59484 -1.54418 0.29960 0.73
F -4.76871 -2.48167 1.22186 -0.30
F -5.58796 -0.66857 0.37036 -0.30
S -2.97220 -0.71521 0.58745 2.26
O -2.01267 -1.76689 0.30173 -0.99
O -3.04534 -0.18635 1.91152 -0.90
N -2.84734 0.30128 -0.59751 -1.29
S -2.86706 1.88897 -0.59070 2.27
O -2.55685 2.32803 -1.91417 -0.92
O -2.18105 2.46956 0.52856 -0.96
C -4.62973 2.36866 -0.34698 0.72
F -4.73430 3.68669 -0.47482 -0.30
F -5.05194 2.01674 0.86346 -0.31
F -5.39826 1.78047 -1.26196 -0.31
C 1.19443 0.04451 3.54495 -0.71
C 0.27624 0.57311 2.48444 0.74
N -0.35693 1.71646 2.70999 -0.77
O 0.09667 -0.06341 1.43569 -0.74
H 1.62950 0.84927 4.13405 0.23
H 1.98717 -0.53094 3.07356 0.26
H 0.61954 -0.60804 4.20478 0.25
H -0.24512 2.19905 3.58290 0.40
H -1.05428 2.03463 2.04348 0.45
C 3.01600 -0.01722 -2.46195 -1.09
Si 2.36966 -0.82189 -0.87749 0.96
C 2.94629 -2.62651 -0.92838 -1.10
C 3.31448 -0.00709 0.55981 -0.44
C 4.20232 -0.69701 1.38736 -0.22
C 4.83478 -0.07514 2.45907 -0.22
C 4.59712 1.26532 2.72424 -0.23
C 3.72170 1.97760 1.91255 -0.23
C 3.08824 1.34295 0.85391 -0.16
H 4.09294 -0.16484 -2.57700 0.23
H 2.81987 1.05744 -2.46123 0.23
H 2.51652 -0.43912 -3.33735 0.23
H 4.03214 -2.71161 -1.03246 0.23
H 2.49725 -3.13729 -1.78373 0.23
H 2.64879 -3.16690 -0.02672 0.23
H 4.40842 -1.74401 1.19500 0.21
H 5.51863 -0.63842 3.08256 0.21
H 5.09292 1.75471 3.55343 0.21
H 3.53454 3.02720 2.10694 0.21
H 2.39426 1.91189 0.24007 0.20
C -1.95524 -0.25600 -4.28510 -0.71
C -1.57290 -1.05060 -3.07761 0.73
N -2.30427 -2.11395 -2.75057 -0.77
O -0.57763 -0.71680 -2.41520 -0.71
H -2.78555 -0.69586 -4.83352 0.22
H -1.08666 -0.17028 -4.93578 0.25
H -2.22673 0.74362 -3.94317 0.28
H -3.16949 -2.29935 -3.22552 0.41
H -2.14963 -2.54874 -1.85145 0.42

[5]
13
Properties=species:S:1:pos:R:3:nbo_charge:R:1 method="wB97M-V/def2-TZVPD" total_charge=-1 lumo_ev=4.254 e_homo_ev=-3.877 orbital_gap_ev=8.130 largest_force_ha_per_bohr=0.12288 de_lowest_kj_mol=111.3
O -1.14649 0.18382 1.22703 -0.78
C -0.43250 0.20522 0.21365 0.80
O -0.65910 0.43706 -1.00730 -0.82
C 1.18082 -0.04299 0.57079 -0.55
C 1.50566 -1.40393 1.15375 -0.60
H 1.61634 0.22920 -0.36143 0.20
H 1.25166 0.74508 1.30742 0.19
H 1.83681 -1.96398 0.44499 0.18
H 2.22065 -1.44607 1.96030 0.17
H 0.61977 -1.85252 1.57409 0.21
H -2.68673 1.18784 -1.76203 0.50
H -2.29937 2.23216 -2.68939 0.46
O -3.00754 1.48912 -2.63187 -0.97